Computed, not measured: a molecular structure, C6H12N2O3, with wB97M-V/def2-TZVPD.

Calculated values
- molar mass (g/mol) = 160.17
- relative energy (zero: lowest compared OMol25 entry of this formula, charge and spin) (kcal/mol) = 154.8
- total charge = 0
- Kohn-Sham gap (eV) = 9.93
- LUMO energy (Ha) = 0.0319
- HOMO (Eh) = -0.333

Last column: Mulliken charge in e.
Atoms and positions in Å:
C -3.714257 -0.595816 0.598288  -0.6194
C -1.649827 0.118310 -0.781359  -0.6312
C -0.167562 1.777927 -0.054642  -0.4321
C 2.234612 0.850611 0.476862  -0.4105
C 2.807628 -1.638848 0.128284  -0.8408
C 0.480389 -0.613050 -0.251155  0.5515
H -3.890260 -1.261963 -0.457233  0.2416
H -3.889501 -1.082126 1.678509  0.2496
H -4.841921 0.295514 0.467797  0.1955
H -1.952345 -0.708488 -1.651100  0.3702
H -1.901039 1.038990 -1.302471  0.4198
H -0.395148 2.697617 -0.570840  0.3131
H -0.669837 1.660285 0.903029  0.4118
H 2.253803 1.103508 1.538062  0.2802
H 3.156316 1.283679 0.052853  0.3249
H 2.932547 -2.027204 1.078474  0.3454
H 3.704590 -1.180452 -0.403879  0.2976
H 2.215474 -2.506539 -0.485109  0.2671
N -0.299980 0.395653 -0.661855  -0.0239
N 1.787469 -0.430194 0.307567  0.0712
O -2.365961 -0.005360 0.485114  -0.2662
O 1.308815 1.968940 -0.040332  -0.4497
O 0.172022 -1.771811 -0.328000  -0.6656

Forces on atoms 1 to 6 (eV/Å):
-2.0 0.8 -2.5
-3.9 -1.3 -3.3
4.7 -2.1 0.5
-0.7 5.1 1.2
-2.9 1.5 -3.4
3.9 -2.1 1.7